Arrangement a

ORCA calculation (ωB97M-V with the def2-TZVPD basis set) on the molecule C18H16N2O6.

Summary:
SMILES string   O=C(O)C[C@@H](NC(=O)c1ccccc1NC(=O)c1ccccc1)C(=O)O
LUMO   0.30 eV

ORCA input file:
```
! wB97M-V def2-TZVPD RIJCOSX def2/J DEFGRID3
* xyz 0 1
O -0.613 -3.051 -0.468
O -5.230 -2.220 0.637
O -5.308 -0.071 0.037
O 3.217 1.901 -0.684
O -0.723 -0.349 1.171
O -0.662 -1.171 -1.673
N -2.638 0.199 0.153
N 1.327 1.101 0.313
C -2.741 -2.015 -0.944
C 4.637 -0.385 0.023
C -1.232 -2.160 -0.976
C -3.162 -1.134 0.258
C 4.603 -2.734 0.488
C 3.221 -2.691 0.577
C -1.850 2.943 0.266
C 0.432 2.148 0.166
C 2.542 -1.498 0.399
C 5.311 -1.576 0.211
C -1.425 4.223 -0.032
C -1.405 0.507 0.613
C 3.247 -0.328 0.122
C -4.680 -1.059 0.300
C -0.078 4.462 -0.264
C -0.943 1.889 0.353
C 2.615 1.003 -0.126
C 0.842 3.439 -0.165
H -2.139 5.029 -0.085
H 5.125 -3.668 0.631
H -3.187 -3.003 -0.830
H 0.910 0.293 0.775
H 1.890 3.623 -0.336
H -2.897 2.768 0.465
H -3.072 -1.545 -1.871
H 2.660 -3.590 0.783
H 0.258 5.457 -0.511
H 6.388 -1.602 0.139
H -3.200 0.869 -0.350
H 0.305 -1.259 -1.668
H -6.200 -2.157 0.647
H 1.465 -1.518 0.481
H 5.169 0.526 -0.203
H -2.780 -1.595 1.177
*
```

---

Arrangement b

ORCA calculation (ωB97M-V with the def2-TZVPD basis set) on the molecule C18H16N2O6.

Summary:
SMILES string   COc1ccc(C(=O)CC(=O)C(=O)Nc2ccc([N+](=O)[O-])cc2C)cc1
LUMO   -0.94 eV

ORCA input file:
```
! wB97M-V def2-TZVPD RIJCOSX def2/J DEFGRID3
* xyz 0 1
O -0.059 5.257 -3.915
O 3.305 -0.262 3.129
O -2.651 -2.344 3.123
O -2.108 -0.277 0.782
O -0.813 5.904 -2.010
O -1.161 -2.912 -1.277
N -1.191 -0.299 -1.332
N -0.510 5.043 -2.808
C -0.165 0.246 -3.929
C -0.524 1.333 -2.960
C 4.422 -0.567 2.327
C 2.116 -0.843 2.852
C -1.200 3.376 -1.156
C -1.677 -0.849 -0.194
C 1.890 -1.745 1.813
C -0.434 -1.919 2.439
C 0.628 -2.272 1.612
C -1.602 -2.383 -0.281
C -2.133 -3.090 0.918
C -0.695 3.673 -2.416
C 1.053 -0.494 3.693
C -1.811 -2.413 2.260
C -1.035 1.034 -1.682
C -1.369 2.058 -0.793
C -0.195 -1.029 3.492
C -0.362 2.659 -3.308
H 4.260 -0.274 1.285
H 2.692 -2.048 1.159
H 0.496 -2.987 0.814
H 1.244 0.202 4.494
H 0.026 2.932 -4.278
H -1.033 -0.370 -4.166
H -1.783 -4.126 0.929
H 4.670 -1.632 2.374
H -0.897 -0.991 -2.018
H -3.225 -3.102 0.841
H -1.760 1.805 0.178
H -1.022 -0.762 4.131
H 0.203 0.679 -4.855
H 0.616 -0.398 -3.524
H -1.453 4.179 -0.482
H 5.246 0.012 2.740
*
```

---

arrangement a wins, 5.144 eV ahead of the next structure.

---

Arrangement a

ORCA calculation (ωB97M-V with the def2-TZVPD basis set) on the molecule C9H12OSi.

Summary:
SMILES string   CC[SiH2]C(=O)c1ccccc1
LUMO   0.07 eV

ORCA input file:
```
! wB97M-V def2-TZVPD RIJCOSX def2/J DEFGRID3
* xyz 0 1
Si -2.012 0.857 -0.945
O -0.436 2.639 0.381
C 0.867 0.768 -0.191
C -2.384 -0.775 1.381
C -0.388 1.555 -0.173
C 2.235 -1.009 -1.061
C 3.044 0.345 0.751
C 3.225 -0.701 -0.140
C 1.875 1.078 0.722
C -2.373 -0.836 -0.144
C 1.059 -0.283 -1.084
H -1.415 -0.454 1.760
H -3.057 1.827 -0.624
H 1.714 1.900 1.405
H -1.635 -1.575 -0.461
H 3.818 0.587 1.464
H -2.607 -1.752 1.807
H -3.340 -1.199 -0.493
H -1.869 0.713 -2.400
H -3.135 -0.072 1.734
H 0.293 -0.516 -1.809
H 2.382 -1.820 -1.759
H 4.139 -1.277 -0.120
*
```

---

Arrangement b

ORCA calculation (ωB97M-V with the def2-TZVPD basis set) on the molecule C9H12OSi.

Summary:
SMILES string   C=[Si](C)c1ccccc1OC
LUMO   0.70 eV

ORCA input file:
```
! wB97M-V def2-TZVPD RIJCOSX def2/J DEFGRID3
* xyz 0 1
Si -1.679 0.686 0.377
O -0.241 -1.480 0.414
C 0.969 1.809 0.173
C -0.040 -2.772 -0.088
C 2.302 1.686 0.047
C 0.719 -0.555 0.229
C 2.102 -0.759 0.051
C 2.904 0.367 0.000
C -1.929 0.756 -1.448
C 0.129 0.681 0.240
C -2.819 0.853 1.730
H 0.390 -3.470 0.742
H 0.520 -2.746 -0.950
H 2.946 2.468 -0.103
H -1.271 -0.022 -1.980
H -3.807 1.291 1.595
H 3.974 0.290 -0.211
H -2.593 0.797 2.715
H 0.409 2.755 0.401
H -2.936 0.603 -1.635
H 2.562 -1.692 -0.018
H -0.909 -3.221 -0.383
H -1.701 1.674 -1.897
*
```

---

Arrangement c

ORCA calculation (ωB97M-V with the def2-TZVPD basis set) on a cluster of 2 separate species, C9H12OSi in total.

Summary:
LUMO (alpha / beta)   -0.79 / -0.20 eV

ORCA input file:
```
! wB97M-V def2-TZVPD RIJCOSX def2/J DEFGRID3
* xyz 0 1
Si 1.169 -0.433 -0.432
O -0.546 2.774 0.761
C 3.475 1.093 0.127
C -4.350 -0.822 -0.166
C -2.258 1.138 0.114
C -3.934 -0.447 1.172
C -2.924 0.581 1.253
C -1.206 1.889 0.412
C -2.574 0.547 -1.135
C -3.579 -0.370 -1.243
C 2.949 0.099 -0.886
H 0.281 -0.616 -1.566
H -2.704 1.089 2.151
H 2.998 0.516 -1.871
H 3.094 0.962 1.117
H -3.951 -0.842 -2.263
H 4.535 0.938 0.378
H -4.530 -0.670 2.033
H -5.078 -1.641 -0.406
H 3.633 -0.824 -0.761
H 1.469 -1.827 0.370
H -2.153 0.941 -2.041
H 3.341 2.199 0.019
*
```

---

arrangement a wins, 2.842 eV ahead of the next structure.

---

Arrangement a

ORCA calculation (ωB97M-V with the def2-TZVPD basis set) on a cluster of 2 separate species, C4H12OS in total.

Summary:
SMILES string   CC(C)O.CS
LUMO   0.82 eV

ORCA input file:
```
! wB97M-V def2-TZVPD RIJCOSX def2/J DEFGRID3
* xyz 0 1
S -1.205 -2.513 0.400
O 2.003 1.762 -1.509
C -0.923 -1.769 2.052
C -0.120 0.707 -1.059
C 0.892 2.352 0.522
C 0.724 1.980 -0.935
H -0.159 -1.003 2.014
H 0.240 2.815 -1.454
H -1.115 0.810 -0.630
H -0.701 -2.601 2.710
H -0.256 0.461 -2.118
H 1.918 1.174 -2.256
H -0.094 2.491 0.961
H 1.498 3.243 0.676
H 0.421 -0.132 -0.625
H -2.084 -1.599 -0.043
H -1.861 -1.356 2.410
H 1.403 1.534 1.039
*
```

---

Arrangement b

ORCA calculation (ωB97M-V with the def2-TZVPD basis set) on a cluster of 2 separate species, C4H12OS in total.

Summary:
SMILES string   CCO.CCS
LUMO   0.73 eV

ORCA input file:
```
! wB97M-V def2-TZVPD RIJCOSX def2/J DEFGRID3
* xyz 0 1
S 1.468 1.557 2.959
O -0.495 -0.670 -3.210
C -2.744 -1.250 -2.660
C -1.282 -1.593 -2.465
C 1.416 0.217 1.733
C 0.178 0.336 0.854
H 2.781 1.803 2.898
H -3.004 -1.491 -3.682
H 2.295 0.104 1.097
H -1.004 -1.497 -1.411
H 0.334 1.051 0.056
H 1.356 -0.714 2.289
H 0.435 -0.872 -3.075
H -1.062 -2.603 -2.794
H -3.283 -2.023 -2.097
H -0.738 0.437 1.424
H -0.053 -0.640 0.420
H -3.013 -0.268 -2.284
*
```

---

arrangement a wins, 0.402 eV ahead of the next structure.

---

Arrangement a

ORCA calculation (ωB97M-V with the def2-TZVPD basis set) on a structure of composition CHINO2P.

Summary:
LUMO (alpha / beta)   -1.84 / -1.83 eV

ORCA input file:
```
! wB97M-V def2-TZVPD RIJCOSX def2/J DEFGRID3
* xyz 0 1
I 2.902 1.018 0.125
P 1.121 -0.257 -1.065
O 1.026 -1.624 -0.691
O -1.229 -0.946 1.626
N -1.319 -0.028 0.866
C -0.963 0.553 -0.114
H -1.538 1.284 -0.746
*
```

---

Arrangement b

ORCA calculation (ωB97M-V with the def2-TZVPD basis set) on the molecule CHINO2P.

Summary:
LUMO (alpha / beta)   -2.06 / -2.66 eV

ORCA input file:
```
! wB97M-V def2-TZVPD RIJCOSX def2/J DEFGRID3
* xyz 0 1
I 2.237 1.214 0.317
P 0.213 0.178 -0.670
O 0.342 -0.321 -2.037
O 0.495 -1.231 0.594
N 0.052 -1.342 1.693
C -1.305 0.508 0.316
H -2.036 0.994 -0.214
*
```

---

Arrangement c

ORCA calculation (ωB97M-V with the def2-TZVPD basis set) on the molecule CHINO2P.

Summary:
LUMO (alpha / beta)   -1.76 / -1.76 eV

ORCA input file:
```
! wB97M-V def2-TZVPD RIJCOSX def2/J DEFGRID3
* xyz 0 1
I 1.362 3.289 -0.278
P 0.911 1.334 -1.882
O 2.285 -1.495 0.374
O 2.135 1.192 -2.652
N 1.377 -0.829 0.054
C 0.425 -0.221 -0.345
H -0.584 0.043 -0.073
*
```

---

arrangement c wins, 0.106 eV ahead of the next structure.

---

Arrangement a

ORCA calculation (ωB97M-V with the def2-TZVPD basis set) on a cluster of 15 separate species, C6H39NO14 in total.

Summary:
LUMO   0.17 eV

ORCA input file:
```
! wB97M-V def2-TZVPD RIJCOSX def2/J DEFGRID3
* xyz 0 1
O 1.554 -2.117 -1.545
O 1.806 3.576 -0.027
O -1.960 2.112 -2.402
O -2.121 -2.718 -0.460
O -1.031 2.960 1.099
O 1.944 -1.526 2.267
O -3.192 -0.539 -2.489
O -0.032 -1.280 -4.346
O 2.692 0.667 0.939
O 1.130 1.485 2.898
O 2.679 -3.714 0.915
O 1.326 -0.580 4.575
O -0.535 -3.788 -2.597
O -1.480 4.403 -0.945
N 0.701 1.112 -0.966
C -1.242 -1.430 3.186
C 1.326 1.356 -2.266
C -0.657 -0.201 0.510
C -1.704 -0.018 1.328
C -1.981 -0.456 2.640
C -0.553 0.406 -0.889
H -0.579 -2.079 -4.458
H -1.393 3.944 -0.176
H -0.193 3.287 1.474
H 0.605 2.008 -2.964
H -2.597 0.576 0.966
H 1.782 2.105 3.147
H 0.312 -4.069 -2.176
H -2.728 2.691 -2.635
H 2.933 -3.113 0.171
H -0.666 -2.165 2.853
H -2.467 -2.021 -1.034
H 0.399 -0.817 4.529
H 1.376 -2.194 -2.539
H 2.182 -2.473 1.979
H 2.021 0.340 0.257
H -2.657 0.217 3.219
H -0.443 -0.414 -1.801
H 2.200 0.842 1.726
H -1.180 -3.752 -1.791
H 2.030 2.603 0.025
H -1.405 -2.359 0.081
H 1.121 0.673 3.490
H 0.221 -0.798 0.819
H -0.763 -0.616 -4.529
H 0.602 2.041 -0.379
H -1.408 -1.490 4.280
H 2.193 -0.959 1.562
H 1.853 -1.234 -1.439
H -1.562 1.102 -0.916
H -0.555 4.719 -1.086
H 2.071 -4.377 0.565
H 2.341 1.760 -1.999
H 1.536 -1.111 3.848
H 1.460 0.461 -2.921
H -3.803 0.079 -2.840
H -1.427 2.778 -1.848
H -1.353 2.483 1.866
H -2.578 -0.008 -1.978
H 2.233 4.080 -0.688
*
```

---

Arrangement b

ORCA calculation (ωB97M-V with the def2-TZVPD basis set) on a cluster of 15 separate species, C6H39NO14 in total.

Summary:
LUMO   -0.25 eV

ORCA input file:
```
! wB97M-V def2-TZVPD RIJCOSX def2/J DEFGRID3
* xyz 0 1
O 3.866 0.914 0.828
O 1.681 2.091 -1.135
O -1.796 -2.776 -3.660
O -2.536 4.017 0.469
O -1.940 -3.598 0.770
O 0.253 3.726 1.973
O 1.880 1.720 2.854
O 3.275 0.296 -2.371
O 2.922 -1.714 1.177
O -0.919 0.921 -3.351
O -4.225 -0.187 -0.595
O 0.302 -4.869 -0.170
O 0.530 4.761 -0.944
O -3.188 -0.315 -3.255
N -0.136 -0.997 3.211
C -0.012 -0.538 -0.558
C -1.552 0.504 1.843
C 0.341 -2.392 3.158
C 0.219 -0.930 0.841
C 0.829 -1.004 -1.475
C -0.495 -0.527 1.906
H 0.980 5.023 -0.128
H -0.934 -0.877 3.820
H -1.571 1.046 0.901
H -0.490 -3.098 3.069
H 4.014 0.468 -2.954
H -0.916 0.025 -0.771
H -3.136 -1.278 -3.289
H 1.159 -2.504 2.478
H 0.699 -0.630 -2.487
H 2.388 2.480 -1.649
H -2.190 4.238 1.332
H 0.903 3.860 -0.981
H 1.165 1.416 -1.567
H -2.538 0.099 -3.842
H 1.577 -1.780 -1.411
H 3.582 -2.349 1.467
H -1.140 -3.391 -3.321
H 1.038 -4.295 -0.014
H 3.384 -0.866 1.249
H 1.917 1.085 3.582
H -0.868 0.167 -2.746
H -2.460 -3.633 1.574
H 0.624 -2.669 4.187
H -1.587 -1.976 -3.170
H -1.877 3.605 -0.083
H -3.972 -0.389 -1.512
H 4.147 1.710 1.288
H 3.381 -0.355 -1.677
H 1.013 -1.652 0.865
H -0.097 3.448 2.828
H -1.244 -4.270 0.787
H -1.487 1.260 2.630
H -0.009 0.970 -3.671
H 0.022 -4.705 -1.075
H -4.489 0.735 -0.678
H 1.129 3.324 2.060
H -2.565 0.090 1.911
H 2.012 1.106 2.129
H 3.476 1.335 0.041
*
```

---

arrangement b wins, 1.396 eV ahead of the next structure.

---

Arrangement a

ORCA calculation (ωB97M-V with the def2-TZVPD basis set) on a structure of composition C5H7N4.

Summary:
LUMO   -3.21 eV

ORCA input file:
```
! wB97M-V def2-TZVPD RIJCOSX def2/J DEFGRID3
* xyz 1 1
N -0.511 -1.921 1.342
N 0.709 1.160 -0.974
N 0.660 -2.624 -2.880
N 0.404 -1.293 -0.808
C 0.489 2.282 -1.064
C -0.787 -2.296 2.650
C -0.022 -1.649 0.324
C 0.532 -2.037 -1.911
C 0.186 3.656 -1.159
H 1.101 4.249 -1.170
H -1.869 -2.289 2.793
H 0.620 -0.157 -0.938
H -0.427 3.958 -0.307
H -0.392 -3.292 2.848
H -0.368 3.839 -2.082
H -0.324 -1.585 3.337
*
```

---

Arrangement b

ORCA calculation (ωB97M-V with the def2-TZVPD basis set) on the ion C5H7N4 with charge +1.

Summary:
LUMO   -4.70 eV

ORCA input file:
```
! wB97M-V def2-TZVPD RIJCOSX def2/J DEFGRID3
* xyz 1 1
N -0.009 -1.863 0.156
N 3.471 -0.257 -0.095
N 3.030 -1.324 -0.008
N 0.761 0.146 0.067
C -0.723 0.265 -0.133
C -1.291 -1.094 -0.127
C 1.715 1.160 0.071
C 1.036 -1.110 0.171
C 3.033 0.987 -0.028
H 1.219 2.214 0.196
H -1.625 -1.386 -1.109
H -0.981 0.769 -1.129
H -1.199 0.741 0.752
H 3.741 1.805 -0.221
H -1.865 -1.170 0.743
H -0.015 -2.871 -0.098
*
```

---

arrangement a wins, 1.386 eV ahead of the next structure.